1.
21
Properties=species:S:1:pos:R:3:forces:R:3 method="wB97M-V/def2-TZVPD" charge=+2 largest_force_ev_per_a=8.97 lumo_ev="-9.282 / -10.183" s_squared=2.032 e_tot_ha=-2135.2235 orbital_gap_ev="7.466 / 6.996" spin_multiplicity=3
O 0.7953 -1.2457 1.4999 0.19 2.14 -4.23
C 0.8429 -0.7287 0.4625 -0.04 -3.70 5.01
Ni 0.8733 0.3956 -1.1675 0.39 -0.57 1.20
C 0.5080 -1.0858 -2.0571 -1.89 -5.05 -6.49
C 1.1407 1.4587 0.2216 1.18 7.72 4.41
O 0.2268 -1.9604 -2.7596 1.18 3.20 3.37
O 1.2453 2.2021 1.1143 -0.48 -3.81 -3.54
N -2.0134 0.3565 1.0004 -0.82 -0.01 -0.03
C -3.3544 0.5199 0.8815 0.37 -0.25 0.01
C -4.2204 -0.6112 0.9713 -1.15 0.00 -0.04
C -5.5989 -0.4358 0.8810 1.07 -0.80 0.13
C -6.1506 0.8407 0.6672 0.22 -0.15 0.11
C -5.2960 1.9539 0.5814 0.86 0.77 -0.09
C -3.9222 1.8053 0.6659 -0.56 0.70 -0.10
H -1.6396 -0.5428 1.2813 -0.26 0.18 0.06
H -1.4007 1.1573 1.0783 -0.29 0.02 0.11
H -3.7814 -1.5923 1.1159 -0.17 0.00 0.05
H -6.2526 -1.3042 0.9784 0.21 0.27 -0.08
H -7.2250 0.9610 0.5694 0.13 0.01 0.04
H -5.7235 2.9547 0.4454 0.24 -0.47 0.01
H -3.2479 2.6625 0.5760 -0.37 -0.19 0.07

---

2.
71
Properties=species:S:1:pos:R:3:forces:R:3 method="wB97M-V/def2-TZVPD" charge=-2 largest_force_ev_per_a=1.37 lumo_ev=4.528 e_tot_ha=-3169.7901 orbital_gap_ev=4.248 spin_multiplicity=1
Ni 0.4495 -0.0702 -0.8340 -0.28 -1.02 0.88
O 0.1301 -2.8659 -4.4273 -0.04 0.20 0.34
C 1.1250 -3.6743 -4.0251 0.11 0.11 0.34
C 1.5284 -4.7093 -4.8683 0.04 -0.13 -0.10
C 2.5450 -5.5708 -4.4934 -0.09 0.12 0.00
C 3.1947 -5.3960 -3.2777 0.13 -0.12 0.02
C 2.8066 -4.3691 -2.4363 -0.10 0.08 -0.04
C 1.7630 -3.5091 -2.7725 -0.09 -0.33 -0.46
C 1.3146 -2.4546 -1.8412 -0.30 0.38 0.67
O 0.3931 -1.6273 -2.2350 0.35 0.52 -0.11
N 1.8267 -2.4481 -0.6431 0.64 -0.71 -0.44
N 1.3705 -1.4078 0.1205 -0.89 0.69 -0.47
C 1.4419 -1.5671 1.4024 0.13 0.16 -0.26
C 0.9022 -0.6933 2.3619 -0.41 0.21 0.12
C 1.0887 -0.9268 3.7334 -0.03 0.02 0.22
C 0.4527 -0.1820 4.6819 0.22 -0.22 0.21
C -0.4511 0.8044 4.2472 0.09 -0.02 -0.52
C -0.6365 1.0896 2.9291 -0.15 0.47 0.49
N 0.1165 0.4097 1.9321 0.77 -0.50 -0.59
H 0.0204 -2.1970 -3.6718 0.10 -0.24 -0.30
H 1.0277 -4.8242 -5.8218 -0.04 0.04 0.02
H 2.8341 -6.3779 -5.1568 0.02 0.01 -0.01
H 4.0018 -6.0589 -2.9894 0.00 0.02 0.00
H 3.3048 -4.2031 -1.4912 -0.04 -0.02 0.03
H 1.9167 -2.4783 1.7532 0.12 0.03 0.03
H 1.7659 -1.7240 4.0180 -0.02 -0.05 -0.06
H 0.6177 -0.3614 5.7367 -0.01 -0.02 -0.01
H -1.0406 1.3765 4.9532 -0.09 0.05 -0.06
H -1.5506 2.2738 1.4596 -0.01 0.05 -0.12
N -1.1047 1.0239 -1.8356 0.52 -0.25 0.21
C -0.8857 1.3055 -3.2615 -0.01 0.10 -0.08
C 0.2301 2.3180 -3.4785 0.29 -0.24 0.19
C 1.6732 1.8203 -3.1419 -0.22 0.25 -0.24
O 2.5633 2.2340 -3.9045 0.00 -0.05 0.10
O 1.7970 1.0906 -2.1261 0.24 -0.03 -0.11
H -1.9338 0.4583 -1.7006 -0.06 0.03 0.06
H -1.2271 1.8884 -1.3179 0.03 -0.07 0.17
H -1.8084 1.6914 -3.7189 0.02 -0.06 0.00
H -0.6378 0.3641 -3.7560 0.02 -0.01 0.03
H 0.0459 3.2004 -2.8538 -0.04 0.03 -0.04
H 0.2376 2.6390 -4.5196 -0.06 0.05 0.00
C -3.4811 -1.0329 2.7908 0.07 0.00 -0.20
C -3.3589 0.2261 1.9201 -0.23 0.18 0.22
C -4.6140 0.3825 1.0505 0.13 -0.11 -0.07
C -3.0755 1.4711 2.7480 -0.06 0.08 -0.09
C -3.9574 1.9482 3.6714 0.32 0.06 -0.11
C -3.7266 3.1189 4.4249 -0.30 0.07 0.44
C -2.5466 3.8429 4.1596 -0.02 -0.28 -0.14
C -1.5852 3.4405 3.2753 -0.06 0.31 0.09
C -0.3896 4.3341 2.9986 -0.05 -0.23 -0.02
C 0.8987 3.8949 3.7219 -0.05 0.10 -0.06
C -0.0976 4.4779 1.5008 0.01 0.13 0.05
C -1.7149 2.1254 2.5299 0.15 -0.40 -0.18
N 0.0664 0.7860 0.7205 -0.99 0.71 0.03
H -3.6813 -1.9198 2.1769 -0.01 -0.01 0.06
H -4.2962 -0.9124 3.5086 -0.01 -0.02 0.00
H -2.5589 -1.2000 3.3497 0.00 0.00 0.03
H -2.5213 0.0771 1.2338 0.13 -0.01 -0.01
H -5.5050 0.4898 1.6737 -0.01 0.01 0.00
H -4.7475 -0.4925 0.4017 -0.08 0.03 0.00
H -4.5341 1.2732 0.4236 -0.02 0.00 0.01
H -4.8962 1.4160 3.8273 0.00 -0.04 -0.05
H -4.4593 3.4764 5.1402 0.03 0.02 -0.05
H -2.4080 4.7938 4.6756 0.08 0.02 -0.05
H -0.6498 5.3278 3.3850 -0.01 -0.02 0.01
H 1.3096 2.9930 3.2654 0.04 -0.04 0.03
H 0.6940 3.6823 4.7725 0.01 -0.01 0.01
H 1.6630 4.6805 3.6690 0.00 -0.04 -0.04
H 0.2092 3.5258 1.0623 0.02 -0.01 -0.01
H 0.7070 5.2015 1.3327 0.01 -0.04 -0.04
H -0.9870 4.8246 0.9687 -0.01 -0.01 -0.01

---

3.
68
Properties=species:S:1:pos:R:3:forces:R:3 method="wB97M-V/def2-TZVPD" de_lowest_kcal_mol=29.4 largest_force_ev_per_a=3.64 lumo_ev="0.035 / 0.066" s_squared=12.687 e_tot_ha=-5386.6089 orbital_gap_ev="6.506 / 6.552" spin_multiplicity=7
Tb 0.7856 -0.2946 0.2791 -1.06 -3.27 -1.21
C -0.4412 -1.8723 3.5013 0.43 -0.09 -0.16
C 1.0655 -2.1168 3.3193 -0.36 0.17 -0.04
N 1.4111 -2.2799 1.9019 0.68 0.07 0.05
C 1.2701 -3.6477 1.3900 -0.14 -0.09 -0.27
C -0.1647 -4.1056 1.1175 0.05 0.25 -0.26
S -1.2498 -2.9262 0.2167 -0.65 0.16 0.49
C -2.5641 -2.5932 1.4739 0.62 -0.02 -0.45
C -2.3467 -1.2201 2.1040 0.00 -0.10 -0.08
N -0.9405 -0.9877 2.4408 -0.16 0.78 0.30
H -0.6011 -1.4503 4.4997 -0.12 -0.05 -0.05
H -0.9834 -2.8164 3.4555 0.02 0.07 0.02
H 1.3688 -2.9917 3.9129 0.01 0.13 -0.05
H 1.6057 -1.2415 3.6873 0.00 -0.15 -0.03
H 2.4036 -2.0295 1.7988 -0.32 -0.13 -0.05
H 1.7169 -4.3763 2.0869 -0.02 0.12 -0.10
H 1.8148 -3.7018 0.4458 0.07 0.07 0.14
H -0.6869 -4.3781 2.0307 -0.06 -0.06 0.02
H -0.1090 -4.9876 0.4782 -0.01 -0.02 0.14
H -2.5771 -3.4016 2.1997 -0.07 -0.05 0.05
H -3.5083 -2.6087 0.9325 -0.07 -0.02 0.09
H -3.0112 -1.1130 2.9759 0.04 0.09 -0.11
H -2.6161 -0.4692 1.3576 -0.09 0.04 0.14
H -0.8416 -0.0206 2.7568 -0.08 -0.34 -0.01
C -1.1691 -0.4770 -3.6903 0.01 -0.14 0.36
P -0.2707 0.4969 -2.4162 0.11 0.28 -0.86
C 1.3415 0.8179 -3.2375 -0.02 -0.09 0.15
C -1.0889 2.1274 -2.6891 0.01 -0.17 0.43
C -1.2934 2.6536 -3.9628 0.02 0.01 -0.08
C -1.9323 3.8660 -4.1372 0.04 -0.08 -0.06
C -2.3853 4.5650 -3.0303 -0.05 0.05 0.09
C -2.2008 4.0458 -1.7635 -0.06 0.13 -0.04
C -1.5493 2.8296 -1.5729 0.12 -0.28 -0.01
P -1.3014 2.1317 0.1228 -0.82 0.93 -0.08
C -0.8040 3.6914 0.9768 0.00 -0.28 0.03
C -3.0809 2.1038 0.6490 0.34 -0.19 -0.03
H -0.9571 -0.0942 -4.6868 -0.02 0.02 -0.02
H -2.2378 -0.4150 -3.4885 -0.05 0.03 -0.06
H -0.8540 -1.5153 -3.6229 0.00 0.02 -0.09
H 1.1937 1.3251 -4.1921 0.02 0.03 0.04
H 1.8441 -0.1368 -3.3994 0.03 0.08 0.06
H 1.9548 1.4346 -2.5727 0.02 -0.06 -0.17
H -0.9573 2.1106 -4.8352 0.06 -0.03 -0.04
H -2.0865 4.2617 -5.1310 0.02 0.02 -0.06
H -2.8875 5.5131 -3.1549 -0.05 0.07 0.00
H -2.5795 4.6065 -0.9217 -0.02 0.03 0.06
H -1.5243 4.4876 0.8061 0.02 0.02 -0.04
H 0.1745 3.9934 0.6086 0.00 0.09 -0.01
H -0.7285 3.5002 2.0431 -0.05 0.07 0.00
H -3.5621 3.0552 0.4339 -0.01 0.05 0.00
H -3.1343 1.9120 1.7200 -0.05 -0.04 0.06
H -3.6091 1.3163 0.1134 -0.06 -0.05 0.02
O 5.2359 -5.2811 -2.7564 0.27 -0.32 -0.17
C 4.5206 -4.3937 -2.3906 -0.16 0.25 0.12
S 5.0647 -3.0343 -1.4010 -0.06 0.20 0.07
C 3.5038 -2.2272 -1.2467 -0.25 -0.50 -0.41
C 2.4623 -2.8196 -1.8729 0.47 0.17 0.12
S 0.8113 -2.2798 -1.7675 0.46 -0.11 0.14
S 2.7975 -4.2958 -2.7749 -0.17 0.13 0.09
S 3.4255 -0.7881 -0.2775 -0.06 0.20 0.08
F 3.6508 3.4715 2.2408 -0.16 -0.37 -0.25
C 2.5454 3.0202 2.8190 0.04 0.33 0.24
F 1.7171 4.0556 2.9822 -0.14 -0.25 -0.28
F 2.8516 2.5560 4.0281 -0.01 -0.12 -0.06
S 1.7238 1.6027 1.9037 0.42 1.67 2.71
O 2.4927 0.4425 2.2578 0.41 -0.28 -0.19
O 0.3789 1.5291 2.4494 0.26 0.25 0.20
O 1.7049 1.8638 0.4768 0.44 0.68 -0.65

---

4.
126
Properties=species:S:1:pos:R:3:forces:R:3 method="wB97M-V/def2-TZVPD" de_lowest_kcal_mol=0.0 largest_force_ev_per_a=2.40 lumo_ev="0.320 / -5.680" s_squared=0.756 e_tot_ha=-4857.6964 orbital_gap_ev="8.048 / 2.048" spin_multiplicity=2
As 0.0743 0.2396 0.9326 -1.09 -0.64 0.22
F -0.4551 -0.2324 2.5832 0.31 0.54 -1.49
F 1.6788 -0.4140 1.3479 -1.28 0.35 -0.75
F 0.6584 0.7512 -0.6821 -0.23 -0.40 1.20
F -1.5642 0.7877 0.4906 1.54 -0.06 0.62
F 0.5494 1.8242 1.5703 -0.23 -0.82 -0.39
F -0.3507 -1.3619 0.3190 0.46 1.23 0.59
C -0.0103 4.1747 -0.6075 -0.85 0.58 0.94
C 0.2697 4.5321 -2.0707 1.23 0.50 1.98
C 1.0769 5.8777 -2.1832 -0.93 -0.15 0.09
O 0.4710 6.9923 -1.5258 1.10 -1.74 -0.40
C -0.7941 7.3245 -2.0095 0.22 1.03 1.01
N 1.1392 3.4935 -2.5819 0.12 -0.38 -0.61
H 0.7949 4.1876 0.1271 0.71 -0.05 -0.64
H -0.4980 3.2106 -0.4643 0.08 -0.10 -0.35
H -0.6753 4.8867 -0.1187 -0.39 0.25 -0.37
H -0.6882 4.5169 -2.5906 -0.06 0.57 -0.14
H 1.2397 6.0453 -3.2478 -0.24 0.44 -0.41
H 2.0885 5.8486 -1.7783 -0.16 -0.66 0.34
H -1.5715 6.5698 -1.8902 0.15 -0.34 -0.24
H -0.6905 7.6945 -3.0295 -0.49 0.09 -0.14
H -0.9915 8.1001 -1.2694 -0.94 0.54 -0.68
H 0.7193 2.6178 -2.3047 0.11 -0.46 0.12
H 1.0446 3.4962 -3.5875 0.35 -0.08 -0.38
C -4.0945 -0.7264 1.8154 -0.91 -1.19 0.00
C -4.7625 -2.1110 2.0870 0.03 1.34 0.69
C -5.0343 -2.2373 3.6336 0.62 -0.89 -1.56
O -5.3978 -3.6084 3.9126 0.23 1.20 0.29
C -5.6488 -3.8060 5.2920 -0.82 -0.34 -0.41
N -5.9919 -2.1281 1.2867 0.36 -0.31 0.49
H -4.8566 0.0334 1.9883 0.07 0.30 0.57
H -3.9241 -0.6284 0.7432 0.72 -0.21 0.13
H -3.2245 -0.6087 2.4614 0.10 0.35 -0.43
H -4.0993 -2.9073 1.7489 -0.10 -0.03 0.13
H -5.8024 -1.5255 3.9361 -0.48 -0.08 0.00
H -4.1365 -1.9328 4.1714 0.32 -0.30 0.23
H -6.2306 -4.7236 5.3792 0.31 -0.25 0.01
H -6.3261 -3.0437 5.6772 0.17 0.40 0.15
H -4.7467 -3.8734 5.9001 0.15 0.12 -0.04
H -6.5496 -2.8995 1.6245 -0.29 -0.27 -0.15
H -6.4786 -1.2901 1.5715 -0.46 0.19 -0.15
C 5.0458 -1.3883 0.7561 0.21 1.56 -0.64
C 4.9342 0.0623 1.2937 0.20 -1.38 1.28
C 4.4063 1.0157 0.2350 1.12 -1.16 0.95
O 4.1902 2.3087 0.7756 -1.26 -0.26 -0.80
C 3.3404 3.0557 -0.1229 0.62 0.56 0.60
N 4.0405 0.0172 2.4719 -0.11 0.02 -1.25
H 4.0764 -1.7529 0.4162 -0.01 0.02 -0.19
H 5.3944 -2.0418 1.5558 0.30 0.08 -0.22
H 5.7479 -1.2745 -0.0698 0.13 -1.00 -0.22
H 5.9373 0.3255 1.6292 0.09 0.43 -0.10
H 3.5704 0.5081 -0.2464 -0.71 0.75 -0.07
H 5.1864 1.1214 -0.5189 0.18 0.20 -0.36
H 3.7713 2.9693 -1.1203 -0.20 0.04 -0.16
H 3.3702 4.0883 0.2247 -0.02 -0.08 -0.15
H 2.3073 2.7079 -0.1279 0.07 -0.43 0.08
H 4.0040 -0.9683 2.6902 0.74 -0.38 1.02
H 3.1688 -0.0576 1.9674 -0.74 1.03 0.46
C -2.6633 2.3889 -2.5480 -2.09 0.11 -0.15
C -3.4886 1.0981 -2.2858 1.00 0.89 -0.39
C -4.5801 0.7570 -3.2934 0.71 0.38 0.61
O -5.1462 -0.4842 -2.9644 -0.47 0.31 -0.56
C -6.0113 -0.5006 -1.8341 0.51 -0.73 -0.67
N -2.4912 0.0603 -2.3073 0.11 -0.75 0.26
H -3.3990 3.1755 -2.7158 0.30 0.77 0.31
H -2.0829 2.3255 -3.4685 0.15 -0.23 0.00
H -2.0259 2.5484 -1.6783 -0.10 0.27 -0.21
H -3.9307 1.1841 -1.2931 -0.06 -0.09 0.11
H -4.1503 0.7114 -4.2941 0.14 -0.47 -0.11
H -5.2654 1.6023 -3.3563 -0.73 -0.03 0.25
H -6.7750 0.2698 -1.9403 -0.08 0.16 0.32
H -5.4576 -0.4861 -0.8953 -0.08 0.45 0.06
H -6.4591 -1.4939 -1.8650 -0.25 0.14 0.05
H -1.9974 0.3043 -3.1539 0.50 -0.67 -0.33
H -1.8511 0.3222 -1.5712 0.33 -0.46 0.23
C 0.8218 0.6268 5.8303 -0.13 0.74 -1.07
C 1.8797 0.8848 4.6994 -0.84 0.97 0.42
C 1.9953 2.4220 4.3573 -0.52 -2.15 0.93
O 3.0894 2.7327 3.5350 -0.68 1.27 0.29
C 3.0618 4.1524 3.3169 1.21 -0.21 -0.83
N 3.1338 0.3152 5.1912 -0.23 0.04 0.42
H 0.9779 1.2202 6.7311 0.43 0.22 -0.01
H 0.9177 -0.4162 6.1320 -0.38 -0.03 -0.20
H -0.1859 0.8772 5.4987 -0.15 -0.37 -0.04
H 1.5323 0.4097 3.7820 0.24 -0.20 0.12
H 2.0550 2.9569 5.3051 0.59 0.32 0.35
H 1.0769 2.8222 3.9279 -0.22 -0.27 -0.40
H 2.0806 4.5976 3.1519 -0.22 -0.49 -0.17
H 3.7234 4.2892 2.4615 -0.17 0.29 0.05
H 3.5002 4.6923 4.1562 0.14 -0.26 0.34
H 2.9791 -0.6824 5.1586 0.40 -0.56 -0.84
H 3.0044 0.3750 6.1911 0.63 0.66 0.65
C 2.6435 -0.5936 -3.1402 -0.09 -0.81 -0.55
C 2.9155 -1.2211 -4.5397 0.88 0.43 0.80
C 3.3858 -2.6737 -4.5157 0.28 -0.31 0.98
O 4.4192 -2.9224 -3.5189 -1.13 -0.81 0.13
C 4.9505 -4.2881 -3.5334 0.36 1.45 -0.54
N 1.7715 -1.0720 -5.4509 0.14 -0.35 0.44
H 2.2854 0.4307 -3.2432 0.17 0.01 0.00
H 3.5395 -0.6582 -2.5229 0.20 0.25 -0.22
H 1.9074 -1.1468 -2.5568 -0.36 -0.13 -0.21
H 3.7832 -0.6977 -4.9415 -0.18 0.51 -0.25
H 3.7457 -2.8940 -5.5207 0.29 -0.27 -0.14
H 2.4921 -3.2757 -4.3514 0.04 -0.50 0.32
H 4.2906 -5.1430 -3.3862 -0.86 0.41 -0.60
H 5.6503 -4.4558 -2.7146 0.21 0.83 0.01
H 5.4853 -4.2628 -4.4828 0.14 -1.10 -0.03
H 1.0465 -1.6669 -5.0761 -0.65 0.18 0.53
H 1.9443 -1.5902 -6.3004 0.54 0.24 -0.58
C 0.6038 -4.4798 -2.2131 0.25 -1.97 0.15
C -0.7980 -4.2675 -1.6081 0.59 -0.74 -0.21
C -0.8140 -4.5885 -0.0732 0.16 0.76 -0.32
O -2.0752 -4.5042 0.5903 -0.54 0.02 1.20
C -2.0276 -4.4710 2.0686 0.67 0.00 -0.92
N -1.1409 -2.9332 -1.9478 -0.86 1.50 0.80
H 0.6781 -4.2975 -3.2852 -0.64 0.50 -0.09
H 0.8474 -5.5422 -2.1999 0.42 -0.31 0.42
H 1.4260 -3.9222 -1.7646 -0.21 0.15 0.40
H -1.5026 -4.9591 -2.0700 -0.04 -0.17 -0.23
H -0.1375 -3.8470 0.3517 0.33 -0.11 0.41
H -0.4296 -5.6027 0.0351 0.29 -0.09 0.13
H -2.9542 -4.7330 2.5794 -0.48 -0.17 -0.96
H -1.7905 -3.4835 2.4644 0.29 0.32 -0.42
H -1.3010 -5.1650 2.4911 0.36 -0.17 -0.36
H -0.7026 -2.6268 -2.8046 -0.20 -0.27 -0.29
H -0.7088 -2.3477 -1.2474 -0.42 0.44 0.08